{
  "formula": "C28H35AuN3O4P2",
  "method": "ωB97M-V/def2-TZVPD",
  "s_squared": 2.045,
  "total_energy_ev": -64529.9588,
  "multiplicity": 3,
  "de_lowest_kj_mol": 0.0,
  "total_charge": 1,
  "homo_ev": [-9.4, -11.0],
  "symbols": ["C", "C", "C", "C", "C", "C", "C", "C", "C", "C", "C", "C", "C", "H", "H", "H", "H", "H", "H", "H", "N", "Au", "C", "H", "H", "C", "H", "H", "P", "P", "C", "H", "H", "H", "C", "H", "H", "H", "C", "H", "H", "H", "C", "H", "H", "H", "C", "O", "H", "C", "C", "C", "C", "C", "C", "O", "N", "C", "O", "N", "C", "O", "H", "H", "H", "H", "H", "H", "H", "H", "H", "H", "H"],
  "xyz": [[-1.08, 2.94, -3.73], [-0.89, 1.61, -3.37], [0.44, 1.09, -3.32], [1.52, 1.94, -3.58], [1.28, 3.24, -4.01], [0.00, 3.76, -4.04], [2.93, 1.49, -3.32], [2.99, -0.02, -3.45], [1.84, -0.81, -3.25], [1.92, -2.24, -3.28], [3.15, -2.85, -3.51], [4.28, -2.07, -3.80], [4.16, -0.68, -3.82], [-2.07, 3.38, -3.74], [2.16, 3.84, -4.23], [-0.12, 4.80, -4.29], [3.65, 1.95, -4.06], [3.26, -3.93, -3.47], [5.25, -2.52, -3.97], [5.00, -0.04, -4.07], [0.65, -0.21, -2.88], [0.19, -0.60, -0.69], [-2.01, 0.77, -2.79], [-1.98, -0.26, -3.16], [-3.01, 1.20, -2.93], [0.70, -3.07, -2.86], [-0.21, -2.72, -3.37], [0.83, -4.16, -3.02], [-1.74, 0.69, -0.96], [0.43, -2.89, -1.06], [1.82, -3.64, -0.21], [1.64, -3.56, 0.88], [1.86, -4.70, -0.52], [2.74, -3.12, -0.48], [-1.14, -3.63, -0.62], [-1.09, -4.68, -0.92], [-1.28, -3.52, 0.47], [-1.94, -3.10, -1.16], [-1.76, 2.39, -0.40], [-2.78, 2.78, -0.53], [-1.44, 2.44, 0.65], [-1.07, 3.00, -1.00], [-3.06, -0.25, -0.21], [-2.82, -0.38, 0.86], [-4.01, 0.28, -0.33], [-3.11, -1.25, -0.66], [0.81, -0.48, 1.26], [1.94, -0.37, 1.63], [3.29, 1.84, -2.36], [-3.31, 1.53, 3.81], [-2.03, 1.78, 4.56], [-0.93, 0.68, 4.35], [0.31, 0.91, 5.24], [0.97, 2.27, 5.07], [-1.52, -0.68, 4.68], [-2.39, -0.87, 5.52], [-0.92, -1.78, 4.08], [-0.26, -1.75, 2.88], [0.26, -2.72, 2.36], [-0.32, -0.52, 2.22], [-0.45, 0.70, 2.89], [-0.17, 1.72, 2.29], [-3.12, 1.48, 2.73], [-4.00, 2.35, 4.01], [-3.76, 0.59, 4.15], [-1.59, 2.75, 4.30], [-2.21, 1.83, 5.65], [0.01, 0.79, 6.29], [1.04, 0.12, 5.03], [0.33, 3.06, 5.49], [1.94, 2.30, 5.59], [1.14, 2.48, 4.01], [-1.11, -2.71, 4.45]],
  "mulliken_spin": [-0.0467, 0.0821, 0.0110, 0.0771, -0.0660, 0.1193, -0.0165, 0.1033, 0.0327, 0.0954, -0.0536, 0.1318, -0.0761, 0.0000, -0.0003, 0.0035, 0.0120, -0.0008, 0.0035, -0.0004, 0.5475, 0.2498, 0.0285, 0.0161, 0.0085, 0.0183, 0.0135, 0.0080, 0.0992, 0.1323, -0.0075, -0.0010, 0.0021, 0.0022, 0.0054, 0.0091, -0.0017, 0.0016, -0.0122, 0.0005, 0.0042, 0.0025, 0.0118, 0.0005, 0.0055, -0.0085, 0.2804, 0.0309, 0.0248, -0.0008, -0.0001, 0.0054, 0.0002, -0.0003, 0.0003, 0.0000, 0.0011, 0.0148, 0.0045, 0.0439, 0.0447, 0.0024, 0.0008, 0.0000, 0.0000, 0.0000, 0.0000, 0.0002, 0.0000, 0.0000, 0.0000, 0.0003, -0.0005]
}


{
  "formula": "H80O40",
  "method": "ωB97M-V/def2-TZVPD",
  "s_squared": 0.751,
  "total_energy_ev": -83194.0632,
  "multiplicity": 2,
  "de_lowest_kj_mol": 596.3,
  "total_charge": -1,
  "homo_ev": [-0.6, -7.1],
  "symbols": ["H", "H", "O", "H", "H", "O", "H", "H", "O", "H", "H", "O", "H", "H", "O", "H", "O", "H", "O", "H", "H", "O", "H", "H", "O", "H", "H", "O", "H", "H", "O", "H", "O", "H", "H", "O", "H", "H", "O", "H", "H", "O", "H", "H", "O", "H", "H", "O", "H", "H", "O", "H", "O", "H", "H", "O", "H", "O", "H", "H", "O", "H", "H", "O", "H", "H", "O", "H", "H", "O", "H", "H", "O", "H", "H", "O", "H", "H", "O", "H", "H", "O", "H", "H", "O", "H", "H", "O", "H", "O", "H", "H", "O", "H", "H", "H", "H", "H", "H", "O", "H", "H", "O", "H", "H", "O", "H", "H", "O", "H", "H", "O", "H", "H", "O", "H", "H", "O", "H", "H"],
  "xyz": [[1.07, -1.60, 2.37], [0.25, -0.67, 1.29], [0.46, -0.80, 2.25], [-3.80, -0.49, 3.86], [-4.85, -0.21, 4.99], [-4.80, -0.50, 4.04], [3.49, -1.22, -6.08], [2.80, -1.86, -4.94], [3.58, -1.34, -5.12], [-3.08, -0.60, -5.69], [-2.79, 0.87, -5.00], [-2.65, 0.24, -5.78], [1.11, 0.41, 3.65], [1.16, 1.49, 4.41], [1.91, 0.90, 4.07], [-1.71, -1.90, 0.00], [-1.84, -2.86, 0.14], [-0.99, 4.13, -2.55], [-1.07, 3.81, -1.63], [-3.06, -0.53, -0.06], [-3.96, -1.56, -0.67], [-3.59, -1.32, 0.26], [2.90, 5.24, 2.29], [2.33, 3.84, 1.84], [2.25, 4.80, 1.75], [-1.49, 0.72, 0.72], [-1.29, 0.55, -0.71], [-2.04, 0.79, -0.17], [-2.73, 3.10, -3.18], [-2.45, 3.05, -4.51], [-2.79, 2.46, -3.83], [-4.68, -3.00, -2.38], [-5.59, -3.13, -1.85], [3.39, -3.53, 3.31], [4.30, -3.95, 2.10], [3.34, -3.86, 2.41], [4.07, 2.55, 0.25], [5.60, 2.50, -0.26], [4.70, 3.03, -0.38], [3.77, -4.31, -2.30], [4.20, -3.23, -3.37], [3.89, -3.32, -2.43], [-2.48, 4.05, 1.90], [-1.91, 3.51, 0.56], [-1.82, 3.47, 1.52], [2.64, -2.53, 1.23], [3.09, -1.38, 0.30], [2.26, -1.74, 0.75], [1.23, -2.64, -3.44], [0.38, -1.66, -3.82], [1.08, -2.18, -4.31], [2.44, 0.97, 1.27], [3.24, 1.32, 1.66], [5.60, 0.53, -2.53], [4.84, 1.75, -2.61], [4.89, 0.98, -2.05], [-4.97, -5.22, 1.26], [-4.48, -4.46, 1.02], [0.63, -5.70, -1.44], [0.48, -4.87, -0.24], [1.14, -5.39, -0.70], [2.25, 1.76, -0.68], [1.38, 1.56, 0.64], [1.42, 2.02, -0.16], [-1.05, -0.43, 6.04], [0.00, 0.01, 5.19], [-0.07, -0.52, 5.98], [-2.30, -1.94, 2.77], [-1.24, -1.60, 3.78], [-2.19, -1.53, 3.61], [1.11, 4.09, 4.21], [-0.31, 3.84, 4.48], [0.51, 3.76, 5.01], [3.15, -0.56, -2.32], [2.08, -1.30, -1.45], [2.77, -0.69, -1.48], [-3.70, 1.92, 4.10], [-3.77, 3.37, 4.54], [-4.25, 2.49, 4.71], [-3.13, -4.77, -0.55], [-3.42, -5.28, -1.99], [-2.75, -4.79, -1.49], [2.33, 2.47, -2.42], [1.40, 2.64, -3.34], [1.61, 1.90, -2.82], [-4.94, -1.64, 1.43], [-5.63, -0.44, 2.24], [-5.69, -1.45, 1.97], [-2.14, 0.10, 2.92], [-1.75, 0.98, 2.84], [3.06, -4.68, 0.67], [3.08, -5.53, -0.60], [3.57, -4.92, -0.08], [2.72, 1.69, 2.47], [-1.67, -3.07, 1.10], [-5.19, -4.02, 0.56], [-0.15, 3.75, -1.40], [-5.87, -3.51, -2.70], [-2.32, 1.72, 2.64], [3.54, 3.95, -3.07], [4.04, 4.28, -2.30], [4.18, 3.31, -3.36], [2.74, 2.22, -5.28], [2.57, 1.74, -6.06], [2.91, 1.62, -4.51], [-4.89, 2.80, 0.01], [-5.60, 2.18, -0.20], [-4.79, 3.12, -0.96], [3.29, -2.26, 4.59], [2.53, -2.76, 4.82], [3.22, -1.28, 4.35], [0.37, 2.48, 2.53], [-0.40, 1.92, 2.64], [0.28, 2.97, 1.73], [-0.32, 3.50, -4.14], [0.59, 3.58, -4.29], [-0.64, 2.85, -3.46], [0.05, -0.42, -2.49], [0.61, 0.19, -2.08], [-0.79, -0.88, -2.28]],
  "mulliken_spin": [0.0044, 0.0831, 0.2803, 0.0048, -0.0059, -0.0007, 0.0021, 0.0077, -0.0002, -0.0131, 0.0140, 0.0225, 0.0381, -0.0133, 0.0038, 0.1299, -0.2657, 0.0038, -0.0063, 0.0036, -0.0291, 0.0064, 0.0008, 0.0129, -0.0021, 0.0735, -0.0717, 0.4659, 0.0194, 0.0050, -0.0466, 0.0049, -0.0290, 0.0064, -0.0010, -0.0123, 0.0165, -0.0009, -0.0004, -0.0010, -0.0004, 0.0146, 0.0195, 0.0323, -0.1013, -0.0204, 0.0085, -0.0308, -0.0022, 0.0476, -0.0474, 0.0215, -0.0197, 0.0034, 0.0053, -0.0221, 0.0072, -0.0181, 0.0044, 0.0171, -0.0452, 0.0359, 0.0688, 0.0547, -0.0050, 0.0210, 0.0152, 0.0438, 0.0441, -0.1853, 0.0003, 0.0051, -0.0195, -0.0117, -0.0097, 0.1520, 0.0034, -0.0057, -0.0012, 0.0269, 0.0160, -0.1168, -0.0140, 0.0230, -0.0379, 0.0040, 0.0019, -0.0027, 0.0020, 0.0640, 0.0053, 0.0050, -0.0059, -0.0069, 0.0893, 0.0009, 0.0089, 0.0119, 0.0074, -0.0058, 0.0026, -0.0001, -0.0091, -0.0012, 0.0021, -0.0022, 0.0025, 0.0020, 0.0031, -0.0008, 0.0092, 0.0343, 0.0164, 0.0220, -0.0462, 0.0238, 0.0064, -0.0185, 0.0840, 0.0033]
}


{
  "formula": "C5H5N3O4",
  "method": "ωB97M-V/def2-TZVPD",
  "smiles": "O=C([O-])Cn1cc[nH]c1=[N+]([O-])[O-]",
  "total_energy_ev": -17922.2634,
  "de_lowest_kj_mol": 0.0,
  "total_charge": -2,
  "homo_ev": 1.2,
  "symbols": ["C", "C", "C", "C", "C", "N", "N", "N", "O", "O", "O", "O", "H", "H", "H", "H", "H"],
  "xyz": [[0.68, -2.02, -0.16], [-0.45, -1.31, -0.03], [1.28, 0.15, -0.32], [-2.67, 0.69, -0.09], [-1.15, 1.04, 0.25], [1.77, -1.17, -0.47], [-0.25, 0.03, -0.21], [2.08, 1.12, 0.03], [-2.93, 0.38, -1.26], [1.69, 2.32, 0.27], [-3.46, 0.79, 0.87], [3.36, 0.83, 0.00], [0.82, -3.09, -0.15], [-1.45, -1.67, 0.14], [-1.09, 1.20, 1.34], [-0.89, 1.98, -0.24], [2.65, -1.28, 0.04]],
  "mulliken_charge": [-0.7576, -0.1497, -0.1485, 0.4448, -0.3446, -0.3440, 0.2698, 0.7551, -0.7076, -0.8394, -0.7576, -0.8978, 0.4016, 0.3453, 0.2332, 0.2706, 0.2267]
}


{
  "formula": "C4H6N2S2",
  "method": "ωB97M-V/def2-TZVPD",
  "smiles": "C=NNC(C=S)C=S",
  "total_energy_ev": -28891.7674,
  "de_lowest_kj_mol": 428.7,
  "homo_ev": -8.8,
  "symbols": ["C", "C", "C", "C", "H", "H", "H", "H", "H", "H", "N", "N", "S", "S"],
  "xyz": [[-2.09, 1.94, -0.14], [-0.03, 0.24, -0.35], [-0.98, -0.71, 0.49], [1.27, -0.58, -0.39], [-2.88, 2.73, 0.00], [-2.39, 0.88, -0.29], [0.91, 1.91, 0.61], [-0.46, 0.33, -1.39], [-1.33, -0.23, 1.56], [0.92, -1.60, -0.82], [-0.84, 2.41, 0.02], [0.16, 1.48, 0.12], [-1.48, -2.18, 0.00], [2.79, -0.11, 0.11]],
  "mulliken_charge": [-0.3295, 0.3589, -0.4328, -0.3741, 0.2750, 0.2818, 0.2374, 0.3511, 0.3084, 0.2203, -0.7697, 0.2327, -0.1565, -0.2030]
}


{
  "formula": "C5H16N3",
  "method": "ωB97M-V/def2-TZVPD",
  "total_energy_ev": -9907.6133,
  "de_lowest_kj_mol": 202.9,
  "total_charge": 1,
  "homo_ev": -12.3,
  "symbols": ["C", "N", "C", "N", "H", "H", "H", "H", "H", "H", "C", "C", "N", "C", "H", "H", "H", "H", "H", "H", "H", "H", "H", "H"],
  "xyz": [[3.13, 1.58, 0.73], [1.88, 0.78, 0.71], [1.37, 0.33, 1.88], [0.17, -0.08, 2.07], [3.03, 2.63, 0.42], [3.46, 1.59, 1.78], [3.90, 1.09, 0.09], [1.18, 1.19, 0.08], [2.09, 0.16, 2.72], [0.06, -0.29, 3.07], [0.15, -0.07, -1.89], [-0.71, -0.52, -0.68], [-2.11, -0.80, -1.14], [-3.14, -1.12, -0.08], [0.04, 0.97, -2.27], [1.22, -0.25, -1.55], [-0.01, -0.78, -2.80], [-0.33, -1.37, -0.17], [-0.85, 0.19, 0.08], [-2.12, -1.57, -1.78], [-2.44, 0.01, -1.66], [-2.97, -2.16, 0.16], [-4.13, -1.01, -0.49], [-2.88, -0.51, 0.73]],
  "mulliken_charge": [-0.8704, -0.1120, -0.0825, -0.5371, 0.3087, 0.3258, 0.2642, 0.1708, 0.2970, 0.2351, -1.2282, -0.6084, -0.1625, -0.8323, 0.3582, 0.3847, 0.3822, 0.3854, 0.5245, 0.3803, 0.3760, 0.3433, 0.3627, 0.3346]
}